Density functional theory data (ωB97M-V/def2-TZVPD) for a molecular structure, C19H53N4O9Zn at a distorted geometry.

```
86
C19H53N4O9Zn, DFT ωB97M-V/def2-TZVPD
H -0.106 -3.971 5.238
H 3.644 -2.964 -1.617
H 2.159 -0.349 -0.116
C 4.256 -2.121 -1.938
O 0.865 -0.322 1.724
Zn -0.757 -1.097 2.760
C 0.576 1.148 6.036
C -2.537 0.072 -4.445
H 1.835 -4.204 -2.472
H 0.399 -5.094 -2.125
H -3.370 5.967 0.937
H -0.330 2.082 1.109
C -0.582 3.704 2.615
C -2.932 5.337 0.164
C 0.912 -4.161 -1.893
H 5.605 -3.378 -2.443
H 3.942 -1.793 -2.929
H -1.513 0.134 4.924
H -0.208 0.996 6.778
H -1.582 5.480 2.377
H -2.161 2.541 2.450
H 0.305 -4.127 3.527
O 1.787 -1.233 -0.153
O 0.156 -2.159 4.225
H -4.168 0.361 -2.340
O 3.046 1.341 -0.762
H 1.281 -4.116 -0.869
C -0.907 1.062 -1.400
N -1.184 -3.049 -1.826
C 0.093 -3.004 -2.548
H -2.369 1.959 -2.588
O -2.555 -0.696 -3.227
H 4.118 -1.287 -1.250
H -0.118 -1.566 6.210
H 3.477 2.116 -0.394
O -2.212 4.288 0.762
O 5.626 -2.521 -2.011
H -2.891 1.258 0.262
H 1.533 1.155 6.557
H 1.547 -3.717 4.627
H 1.051 3.080 1.198
C 0.491 -1.317 5.341
H -0.385 0.500 -2.174
H -0.691 -2.408 -4.473
H 4.179 1.270 -2.475
O 0.022 -2.080 1.100
C -3.140 0.081 -2.112
H 1.941 -3.608 -6.547
H -0.913 -2.765 -0.896
H 1.514 -1.479 5.681
H 2.430 0.878 -2.666
H -2.616 2.742 -0.181
N -3.024 1.883 -0.520
H -0.397 2.014 -1.253
C -1.228 4.735 1.664
H 2.839 2.514 -2.328
C -2.390 1.282 -1.734
H -2.113 -0.623 -5.170
C 0.902 -1.221 0.856
H -0.793 0.419 -0.528
H 0.189 -3.921 -6.510
H -0.974 1.293 3.976
H 0.787 -2.312 -6.482
H -3.722 4.881 -0.433
H -0.599 -4.197 -4.140
H -2.285 6.023 -0.383
H 0.098 4.201 3.307
C 0.233 2.699 1.809
H 0.545 -2.022 -2.413
H -0.494 5.234 1.031
C 3.164 1.490 -2.143
O 1.171 -3.289 -4.664
C -0.110 -3.227 -4.047
C 0.467 0.174 4.887
C 0.993 -3.311 -6.098
N -0.807 0.330 4.228
H -3.508 0.454 -4.761
H 0.464 2.177 5.695
H 0.690 2.011 2.519
H -1.823 0.893 -4.383
H -2.163 3.524 3.781
H -3.261 -0.575 -1.250
C 0.489 -3.545 4.430
N -1.605 2.904 3.210
H -1.634 -2.198 -2.134
H 1.338 0.339 4.254
```

## Properties
total charge: +1
total energy: -93360.35746 eV
Kohn-Sham gap: 6.9272 eV
largest force on an atom: 0.071 hartree/bohr
2S+1: 1
highest occupied orbital energy: -10.84 eV